1.
A structure of composition C16H37MgO11S4 at a distorted geometry. Source: the OMol25 dataset; level of theory: wB97M-V/def2-TZVPD.

The geometry in XYZ format:
```
69
Properties=species:S:1:pos:R:3
Mg -1.770 -0.058 -0.610
O -0.057 0.355 -0.051
H 0.546 0.503 0.703
C 3.570 2.332 -0.982
C 3.237 0.953 -0.471
C 3.186 -0.096 -1.528
O 3.694 -1.221 -0.927
C 4.284 -0.896 0.294
O 5.043 -1.529 0.986
O 4.294 0.450 0.369
H 4.559 2.355 -1.439
H 3.605 3.018 -0.137
H 2.883 2.739 -1.725
H 2.294 0.940 0.076
H 3.796 0.209 -2.378
H 2.171 -0.322 -1.852
C 1.571 -0.783 2.867
C 1.479 0.550 3.481
C 0.373 1.455 2.965
O -0.148 2.016 4.121
C 0.264 1.367 5.246
O 0.022 1.642 6.406
O 1.161 0.346 4.831
H 1.409 -0.686 1.793
H 0.753 -1.439 3.165
H 2.566 -1.221 2.943
H 2.440 1.064 3.440
H -0.376 0.918 2.383
H 0.684 2.227 2.260
C -2.506 -1.039 3.607
S -3.500 -0.440 2.202
O -2.519 -0.173 1.091
C -4.369 -2.060 1.852
H -1.834 -1.809 3.230
H -3.085 -1.414 4.450
H -1.785 -0.305 3.966
H -4.587 -2.022 0.785
H -5.281 -2.246 2.420
H -3.794 -2.970 2.020
C -0.188 3.545 -0.883
S -1.994 3.297 -0.749
O -2.196 1.786 -0.579
C -2.079 3.538 -2.614
H 0.241 3.419 0.111
H 0.114 4.483 -1.349
H 0.258 2.758 -1.491
H -1.763 4.577 -2.705
H -3.117 3.478 -2.942
H -1.531 2.892 -3.300
C -0.928 -3.761 0.842
S -0.970 -3.333 -0.920
O -1.739 -2.001 -0.962
C 0.789 -2.849 -1.008
H -0.897 -2.815 1.382
H -0.091 -4.430 1.044
H -1.783 -4.294 1.261
H 1.133 -2.366 -0.094
H 0.962 -2.138 -1.816
H 1.483 -3.682 -1.126
C -0.897 0.735 -5.097
S -0.464 -0.187 -3.533
O -1.390 0.221 -2.394
C -0.995 -1.828 -4.073
H -0.525 0.197 -5.969
H -0.493 1.746 -5.060
H -1.967 0.799 -5.294
H -2.078 -1.827 -3.953
H -0.535 -2.634 -3.502
H -0.633 -2.037 -5.080
```

Output
HOMO energy (alpha / beta)   -15.59 / -15.59 eV
Frontier orbital gap (alpha / beta)   10.89 / 5.49 eV
Charge   +2
E_tot   -88483.5543 eV
2S+1   2
Molar mass   558.034 g/mol
<S²>   0.754

2.
A cluster of 13 separate species, C47H104O21 in total at a distorted geometry. Source: the OMol25 dataset; level of theory: wB97M-V/def2-TZVPD.

The geometry in XYZ format:
```
172
Properties=species:S:1:pos:R:3
O 12.139 -2.605 19.720
C 12.952 -3.362 20.149
O 13.351 -3.395 21.447
C 12.807 -2.268 22.242
C 13.220 -2.592 23.659
C 13.617 -4.466 19.365
H 11.765 -2.209 22.038
H 13.213 -1.303 21.842
H 14.308 -2.583 23.735
H 12.826 -3.582 23.821
H 12.764 -1.879 24.306
H 12.916 -5.311 19.239
H 14.415 -4.865 19.980
H 13.888 -4.100 18.372
O 19.324 6.462 25.621
C 20.475 6.585 25.343
O 21.220 5.570 24.817
C 20.678 4.274 24.434
C 20.379 4.240 22.934
C 21.305 7.852 25.482
H 19.832 4.044 25.093
H 21.529 3.564 24.493
H 21.310 4.324 22.343
H 19.680 5.032 22.610
H 19.892 3.281 22.807
H 21.494 8.311 24.491
H 22.278 7.608 25.953
H 20.734 8.509 26.099
O 10.449 2.209 18.115
C 11.192 1.686 17.339
O 11.424 2.258 16.119
C 10.697 3.467 15.829
C 11.130 3.866 14.451
C 12.063 0.445 17.544
H 10.981 4.222 16.566
H 9.639 3.329 15.867
H 10.972 3.066 13.693
H 12.158 4.124 14.463
H 10.517 4.736 14.118
H 11.514 -0.249 18.147
H 13.034 0.711 18.026
H 12.288 0.030 16.560
O 17.124 -1.488 25.899
C 17.294 -0.597 26.699
O 18.207 -0.740 27.733
C 18.751 -2.042 27.973
C 19.623 -2.050 29.278
C 16.589 0.684 26.786
H 19.352 -2.359 27.127
H 17.946 -2.789 28.113
H 19.059 -1.513 30.061
H 20.588 -1.572 29.087
H 19.793 -3.095 29.525
H 17.284 1.498 26.602
H 16.235 0.829 27.792
H 15.823 0.734 25.975
O 13.708 -1.135 13.897
C 14.355 -0.143 13.964
O 15.205 0.123 14.990
C 15.469 -0.864 16.037
C 16.514 -0.362 17.004
C 14.470 0.874 12.847
H 15.742 -1.793 15.546
H 14.512 -1.122 16.503
H 15.985 0.310 17.784
H 17.213 0.167 16.373
H 16.958 -1.197 17.522
H 14.522 1.859 13.298
H 13.635 0.753 12.154
H 15.411 0.882 12.295
O 17.235 -2.951 19.549
C 17.318 -3.779 20.411
O 17.517 -5.107 20.142
C 17.480 -5.620 18.812
C 18.708 -5.370 17.998
C 17.355 -3.432 21.857
H 16.611 -5.125 18.314
H 17.217 -6.686 18.944
H 18.779 -4.290 17.973
H 18.634 -5.724 16.947
H 19.530 -5.805 18.566
H 16.448 -3.785 22.303
H 17.418 -2.335 21.954
H 18.216 -3.932 22.345
O 14.180 2.609 18.439
C 13.808 3.695 18.049
O 13.986 4.223 16.857
C 14.677 3.565 15.847
C 15.095 4.583 14.801
C 13.081 4.619 18.873
H 14.052 2.700 15.541
H 15.599 3.095 16.172
H 14.260 5.162 14.403
H 15.451 3.999 13.970
H 15.813 5.294 15.173
H 12.068 4.315 19.194
H 13.161 5.611 18.421
H 13.616 4.703 19.782
O 19.804 0.967 25.038
C 20.735 0.560 25.677
O 21.443 -0.564 25.487
C 20.964 -1.493 24.500
C 21.688 -2.831 24.643
C 21.318 1.233 26.893
H 21.239 -1.065 23.521
H 19.826 -1.571 24.590
H 22.766 -2.679 24.477
H 21.303 -3.479 23.874
H 21.551 -3.271 25.639
H 21.080 2.285 26.725
H 22.411 1.056 26.960
H 20.840 0.877 27.830
C 20.272 -0.494 20.217
C 21.421 -1.542 19.834
C 21.025 -2.900 20.256
O 21.656 -1.502 18.429
H 19.376 -0.794 19.673
H 20.596 0.492 19.788
H 20.080 -0.373 21.304
H 22.301 -1.131 20.375
H 20.710 -2.966 21.298
H 21.907 -3.526 20.228
H 20.287 -3.307 19.582
H 22.260 -2.209 18.222
C 18.400 3.154 18.119
C 17.652 4.513 18.235
C 18.066 5.284 19.477
O 17.990 5.335 17.094
H 18.132 2.583 19.023
H 19.474 3.346 18.057
H 18.111 2.632 17.173
H 16.561 4.412 18.180
H 17.714 4.769 20.357
H 17.551 6.252 19.464
H 19.119 5.478 19.462
H 18.896 5.591 17.251
C 16.806 5.181 23.090
C 16.326 4.891 24.492
C 15.376 3.720 24.543
O 17.429 4.525 25.259
H 17.202 6.224 23.037
H 15.963 5.077 22.390
H 17.559 4.455 22.811
H 15.881 5.768 24.857
H 15.898 2.822 24.303
H 14.557 3.760 23.829
H 14.907 3.609 25.509
H 18.105 5.193 25.083
C 10.295 0.384 22.222
C 10.491 1.899 21.980
C 11.888 2.248 21.529
O 9.629 2.473 20.979
H 11.001 -0.096 22.913
H 10.267 -0.161 21.266
H 9.304 0.361 22.660
H 10.296 2.422 22.898
H 12.110 1.897 20.463
H 12.663 1.896 22.249
H 11.994 3.328 21.511
H 9.943 2.329 20.080
C 17.045 0.697 22.425
C 16.656 0.842 20.999
C 15.459 -0.003 20.628
O 16.325 2.272 20.822
H 17.894 1.346 22.635
H 17.363 -0.281 22.734
H 16.223 1.074 23.064
H 17.433 0.625 20.261
H 14.580 0.324 21.235
H 15.660 -1.079 20.652
H 15.197 0.162 19.592
H 15.721 2.345 20.060
```

Output
HOMO energy   -9.50 eV
Frontier orbital gap   10.01 eV
E_tot   -93424.4538 eV
Molar mass   1005.328 g/mol

> Look up the molar mass of the second one.

1005.328 g/mol

> What is the formula in the first record?

C16H37MgO11S4